{"formula": "C4H36N2O12S", "method": "ωB97M-V with the def2-TZVPD basis set", "relative_energy_kj_mol": 160.2, "e_tot_ha": -1584.523966, "orbital_gap_ev": 9.2, "e_homo_ev": -9.265, "symbols": ["C", "N", "C", "C", "S", "C", "N", "H", "H", "H", "H", "H", "H", "H", "H", "H", "H", "H", "H", "H", "H", "O", "H", "H", "O", "H", "H", "O", "H", "H", "O", "H", "H", "O", "H", "H", "O", "H", "H", "O", "H", "H", "O", "H", "H", "O", "H", "H", "O", "H", "H", "O", "H", "H", "O"], "xyz": [[0.63494, -0.76714, -2.01283], [0.04419, 0.00929, -0.89730], [-1.14266, -0.63013, -0.30018], [-0.71159, -1.58662, 0.82374], [-2.12415, -2.22864, 1.90820], [-2.22825, -1.19904, -1.28049], [-2.67952, 0.00730, -2.01221], [-0.11233, -1.10658, -2.71767], [1.19161, -1.62179, -1.65719], [1.33106, -0.10236, -2.51765], [-0.27613, 0.93087, -1.15736], [-1.57243, 0.21668, 0.23230], [-0.04444, -1.14024, 1.55583], [-0.23978, -2.46827, 0.36346], [-2.05641, -1.42340, 2.97606], [-1.70847, -1.91846, -1.89582], [-3.01874, -1.47996, -0.56892], [-3.05428, -0.22488, -2.92505], [-1.85883, 0.55907, -2.23034], [1.20018, -4.85202, -0.00267], [1.63436, -5.16149, 1.42545], [1.93611, -4.74118, 0.60971], [-0.73805, 4.08508, -1.08660], [-1.34974, 5.20160, -2.00559], [-0.60808, 4.61668, -1.90175], [0.08239, 2.88288, -3.09549], [-0.78281, 1.84453, -3.70318], [-0.15663, 1.95581, -2.95985], [4.29676, -0.86776, 0.75075], [5.12172, -0.15201, -0.42527], [4.55978, -0.03602, 0.33308], [0.92541, 3.97988, 1.47782], [1.34593, 2.36485, 1.56506], [0.65939, 3.07518, 1.65186], [1.56814, 0.90922, 0.40767], [3.16924, 1.05880, 0.75704], [2.25145, 1.11626, 1.07532], [-1.95063, -5.00267, -0.18295], [-3.08033, -4.24471, -0.61184], [-2.25595, -4.57830, -0.99725], [-1.72062, 3.88746, 0.94467], [-2.23623, 2.52912, 0.30677], [-2.06198, 3.48175, 0.14700], [2.74757, -2.18937, -0.39837], [3.48712, -3.34865, 0.24782], [3.62380, -2.56666, -0.30473], [-3.49868, 1.42000, 2.08645], [-2.64130, 0.65454, 0.87756], [-2.69107, 1.27995, 1.60095], [-1.28210, 0.90077, 2.50526], [0.26966, 1.16610, 2.50474], [-0.43770, 0.69407, 2.95098], [4.17994, 2.60557, 0.18180], [3.03075, 3.01316, -0.70021], [3.98244, 3.09518, -0.62897]]}

***

{"formula": "C4H36N2O14", "method": "ωB97M-V with the def2-TZVPD basis set", "relative_energy_kj_mol": 452.1, "e_tot_ha": -1336.819690, "orbital_gap_ev": 8.9, "e_homo_ev": -8.957, "symbols": ["N", "C", "C", "C", "O", "C", "N", "H", "H", "H", "H", "H", "H", "H", "H", "H", "H", "H", "H", "O", "H", "H", "O", "H", "H", "O", "H", "H", "O", "H", "H", "O", "H", "H", "O", "H", "H", "O", "H", "H", "O", "H", "H", "O", "H", "H", "O", "H", "H", "O", "H", "H", "O", "H", "H", "O"], "xyz": [[3.13188, -1.84267, -0.48208], [1.94736, -1.17622, 0.02100], [2.44228, 0.01036, 0.88138], [2.42005, -0.28298, 2.35948], [1.52142, -0.75016, 3.00566], [0.87829, -0.79538, -1.01896], [1.41297, 0.32686, -1.85667], [2.84164, -2.71625, -0.94169], [3.73903, -1.32524, -1.11159], [1.33737, -1.93461, 0.58924], [1.88658, 0.88288, 0.53629], [3.46878, 0.27399, 0.53297], [3.29656, 0.15982, 2.89266], [0.51722, -1.68820, -1.61475], [0.02622, -0.38761, -0.45127], [1.96677, 0.05276, -2.64824], [0.65440, 0.88311, -2.20113], [-2.12495, 3.47570, 2.12580], [-2.08009, 3.06925, 0.46543], [-1.85403, 2.93628, 1.39537], [-1.65445, -1.53546, 0.38436], [-3.02132, -1.90489, -0.25348], [-2.23216, -2.27341, 0.08670], [-1.44460, -0.85580, -3.40035], [-0.22991, -1.55454, -4.08188], [-0.77757, -0.78043, -4.09720], [-2.75045, 4.27816, -1.37320], [-1.62160, 3.23280, -1.71999], [-2.40551, 3.41406, -1.20056], [-4.15366, 0.07484, 0.14496], [-4.98281, -0.68675, 1.17843], [-4.53537, -0.77108, 0.34306], [2.05307, 2.67291, -0.04900], [3.22252, 2.38086, -1.00093], [2.62253, 3.08208, -0.71831], [-1.06118, -0.59933, 2.43577], [-1.39876, 0.78099, 1.67048], [-1.64505, -0.12875, 1.82178], [1.01934, -4.97035, -1.80589], [0.42284, -4.25449, -0.57095], [1.22505, -4.31978, -1.13642], [-1.86672, -3.67739, -2.36867], [-1.25743, -2.86225, -1.26329], [-1.00027, -3.24704, -2.13573], [0.86836, 2.77535, 3.06774], [0.50940, 3.89926, 1.96364], [1.16074, 3.54911, 2.57175], [-0.30367, -2.78775, 2.15073], [-1.75445, -3.25262, 1.83332], [-1.02446, -3.32074, 2.46005], [0.69317, 4.29211, -2.82134], [-0.30604, 3.16753, -3.09318], [-0.13335, 3.90016, -2.50605], [0.70706, 0.61212, 4.00415], [-0.67080, 1.22725, 3.55980], [0.29773, 1.27155, 3.44081]]}

***

{"formula": "C4H36NO14", "method": "ωB97M-V with the def2-TZVPD basis set", "relative_energy_kj_mol": 0.0, "total_charge": 1, "e_tot_ha": -1281.967275, "orbital_gap_ev": 9.7, "e_homo_ev": -12.650, "symbols": ["C", "C", "C", "N", "C", "H", "H", "H", "H", "H", "H", "H", "H", "H", "H", "O", "H", "H", "O", "H", "H", "O", "H", "H", "O", "H", "H", "O", "H", "H", "O", "H", "H", "O", "H", "H", "O", "H", "H", "O", "H", "H", "O", "H", "H", "O", "H", "H", "O", "H", "H", "O", "H", "H", "O"], "xyz": [[-0.34821, 1.43295, 1.95844], [-0.69267, 0.94173, 0.59621], [-0.10199, 1.38475, -0.50377], [-0.47620, 0.92975, -1.78935], [0.17207, 1.19044, -2.84767], [0.68721, 1.74539, 2.05338], [-0.96737, 2.29518, 2.22914], [-0.55484, 0.67431, 2.71287], [-1.46398, 0.18932, 0.49876], [0.66015, 2.14181, -0.53149], [-1.32244, 0.31804, -1.84047], [-0.11194, 0.77040, -3.80462], [1.05400, 1.80785, -2.84315], [-1.32532, 4.24025, 0.31517], [-0.68704, 5.58762, -0.03554], [-0.49096, 4.74778, 0.38339], [1.28566, -1.56640, -1.71409], [1.42362, -2.90905, -2.38556], [0.73908, -2.30956, -2.08247], [-3.26830, 2.80213, -0.19644], [-3.58672, 3.92980, 0.82101], [-2.86943, 3.43325, 0.40809], [-1.88651, -2.35356, 3.54655], [-0.71542, -2.47081, 2.48760], [-1.51188, -1.94918, 2.75909], [-2.94807, -0.94905, -0.81037], [-2.97490, -0.66023, -2.36136], [-2.92265, -0.23814, -1.49800], [3.15197, 0.85141, 1.02795], [2.78261, 2.27193, 0.50772], [3.18553, 1.42084, 0.22879], [1.87997, -2.72320, 0.73017], [2.83907, -1.50356, 0.78480], [2.50909, -2.19576, 0.19292], [1.10387, 4.12342, 0.79553], [2.58332, 4.53808, 1.08201], [1.99450, 3.77671, 1.03007], [0.13321, -3.67681, 1.05355], [0.89436, -4.24763, 2.31280], [0.63056, -3.42250, 1.89576], [-0.17486, -3.33779, -0.98991], [-1.53071, -3.42264, -0.20197], [-0.68515, -3.87743, -0.34137], [-2.49497, -2.10441, 1.35115], [-3.81721, -2.51928, 0.65618], [-2.94177, -2.17914, 0.46511], [-1.50716, -1.90238, -4.37181], [-0.57486, -1.71530, -3.12449], [-1.31000, -1.31026, -3.64393], [2.14641, -0.76971, 2.75723], [3.65010, -0.64140, 2.93416], [2.94313, -0.46947, 2.30800], [3.09943, -0.51372, -2.06510], [2.44762, 0.47446, -1.05037], [2.26700, -0.08123, -1.85033]]}

***

{"formula": "C4H36NO16", "method": "ωB97M-V with the def2-TZVPD basis set", "relative_energy_kj_mol": 450.2, "total_charge": -1, "e_tot_ha": -1432.626108, "orbital_gap_ev": 8.0, "e_homo_ev": -5.839, "symbols": ["O", "C", "C", "C", "N", "C", "O", "H", "H", "H", "H", "H", "H", "H", "H", "H", "H", "O", "H", "H", "O", "H", "H", "O", "H", "H", "O", "H", "H", "O", "H", "H", "O", "H", "H", "O", "H", "H", "O", "H", "H", "O", "H", "H", "O", "H", "H", "O", "H", "H", "O", "H", "H", "O", "H", "H", "O"], "xyz": [[2.93723, -0.92114, -0.49575], [1.76430, -1.16528, -0.35403], [1.27488, -1.29811, 1.10596], [0.90188, -2.76792, 1.29058], [0.13582, -0.32544, 1.30288], [-1.10663, -0.65450, 0.57478], [-1.81023, -1.72040, 1.08529], [0.96136, -1.28000, -1.13790], [2.08812, -1.05062, 1.78252], [1.81050, -3.29052, 1.66121], [0.61575, -3.15744, 0.30580], [-0.03982, -2.78975, 1.88782], [-0.05194, -0.36268, 2.30141], [-1.85916, 0.17901, 0.74140], [-0.85720, -0.89044, -0.44635], [0.68696, 2.98360, -2.05756], [1.62107, 3.39095, -3.15040], [1.59093, 3.30759, -2.17504], [2.03406, 1.50202, -4.48325], [0.63161, 1.19917, -4.68732], [1.21983, 1.97754, -4.68966], [-1.96678, 2.44233, 0.71454], [-1.72684, 3.12381, 2.13392], [-2.38778, 2.95550, 1.40848], [1.51980, 3.33171, 0.81979], [0.82238, 2.06761, 1.10390], [1.10476, 2.88759, 1.56776], [3.28606, -0.16992, -3.83471], [3.45421, 1.02327, -2.83740], [3.43015, 0.77876, -3.76624], [-2.45233, -2.12642, -0.20772], [-2.96348, -3.49571, -1.08764], [-2.82220, -2.54968, -1.07864], [3.82208, -0.97425, 2.35084], [3.76140, 0.61406, 2.44121], [3.88702, -0.19835, 2.91380], [-0.13232, 1.64085, 3.28294], [-0.45368, 1.75062, 4.80575], [-0.37310, 2.22503, 3.99242], [-1.63795, -1.88857, 2.61567], [-2.46623, -1.25885, 3.58897], [-1.55246, -1.59606, 3.59182], [-0.37728, -0.49416, -5.12652], [-0.94309, -0.67578, -3.73368], [-0.57753, 0.02086, -4.35166], [-0.67265, -2.83729, -3.24195], [-1.99581, -2.33828, -2.62015], [-1.43700, -2.29408, -3.43880], [-2.12526, 2.14078, -2.06510], [-1.04375, 1.81600, -3.08536], [-1.17469, 2.02878, -2.14497], [0.07187, -0.68203, 4.37770], [1.57150, -0.15980, 4.26733], [0.65067, 0.07221, 4.15863], [-4.25314, -2.28732, 0.02310], [-3.83345, -1.40085, 1.29941], [-4.50546, -1.83282, 0.79523]]}

***

{"formula": "C4H38N2O14", "method": "ωB97M-V with the def2-TZVPD basis set", "relative_energy_kj_mol": 501.3, "e_tot_ha": -1337.939744, "orbital_gap_ev": 8.8, "e_homo_ev": -8.612, "symbols": ["C", "C", "C", "C", "N", "N", "H", "H", "H", "H", "H", "H", "H", "H", "H", "H", "H", "H", "O", "H", "H", "O", "H", "H", "O", "H", "H", "O", "H", "H", "O", "H", "H", "O", "H", "H", "O", "H", "H", "O", "H", "H", "O", "H", "H", "O", "H", "H", "O", "H", "H", "O", "H", "H", "O", "H", "H", "O"], "xyz": [[0.36028, 0.17520, 1.47354], [-0.18456, 0.02108, -0.00189], [0.49746, 0.98423, -0.87151], [1.69320, 0.77182, -1.46617], [2.38796, 1.99050, -1.87124], [-0.19748, 1.22037, 2.34666], [1.38498, 0.72287, 1.34241], [0.47968, -0.75724, 1.98868], [-0.00163, -0.94276, -0.40331], [-1.32112, 0.17459, 0.01398], [-0.17276, 1.89933, -1.03972], [2.23280, -0.18878, -1.66025], [1.62950, 2.64438, -2.14933], [2.88514, 1.87905, -2.70294], [-1.07961, 1.51826, 1.97125], [-0.34413, 0.89196, 3.40881], [-2.54361, 0.03875, -1.58366], [-3.28214, 0.88924, -2.56371], [-2.42081, 0.99556, -1.96975], [-3.26497, 2.12000, -1.06090], [-3.71040, 3.57646, -0.31574], [-3.91713, 2.67416, -0.58193], [2.49976, 0.08389, 3.97219], [2.49050, -0.67488, 2.61144], [2.07079, -0.60308, 3.53365], [2.01055, -3.03196, 2.72882], [1.39123, -1.66826, 2.25317], [1.74862, -2.47857, 1.89776], [1.99976, -2.12282, -0.22070], [1.23822, -2.29137, -1.73142], [1.36380, -2.68479, -0.80439], [-3.37662, 1.91513, 0.92630], [-3.96651, 1.50093, 2.33468], [-3.12515, 1.75860, 1.89194], [3.38744, 2.25742, 0.18751], [2.88855, 2.53523, 1.75631], [3.66534, 2.29637, 1.11612], [0.29334, -3.35983, 1.35106], [0.29135, -3.67351, -0.10651], [-0.30330, -3.81209, 0.79091], [-2.15580, 3.78460, 1.91354], [-1.03061, 4.20089, 0.86297], [-1.62830, 4.40697, 1.50922], [0.16927, 0.89929, -3.74103], [-1.14203, 0.45311, -2.93901], [-0.48586, 0.21106, -3.71460], [-3.18688, -3.52440, 0.82145], [-1.76784, -2.89543, 0.50712], [-2.73412, -2.79345, 0.40967], [-2.89833, -2.06309, -1.00361], [-1.44561, -2.11368, -1.60984], [-2.38017, -1.79671, -1.80982], [4.45486, -0.85399, 0.97143], [3.84739, 0.59908, 1.33533], [3.59269, -0.39264, 1.16221], [0.23497, -2.70972, -3.42403], [0.50199, -1.27564, -3.68725], [0.90955, -2.10978, -3.36192]]}

***

{"formula": "C4H38NO13", "method": "ωB97M-V with the def2-TZVPD basis set", "relative_energy_kj_mol": 693.5, "total_charge": 1, "e_tot_ha": -1207.667386, "orbital_gap_ev": 10.4, "e_homo_ev": -12.897, "symbols": ["C", "C", "C", "C", "N", "H", "H", "H", "H", "H", "H", "H", "H", "H", "H", "H", "H", "H", "H", "O", "H", "H", "O", "H", "H", "O", "H", "H", "O", "H", "H", "O", "H", "H", "O", "H", "H", "O", "H", "H", "O", "H", "H", "O", "H", "H", "O", "H", "H", "O", "H", "H", "O", "H", "H", "O"], "xyz": [[-4.21960, 1.42027, 0.52035], [-4.26709, 1.20112, 2.19286], [-2.93362, 0.82218, 2.62827], [-2.69337, -0.62999, 3.10491], [-3.13990, 2.34163, 0.07785], [-3.99277, 0.38518, 0.14920], [-5.26354, 1.80234, 0.02587], [-4.70318, 2.08124, 2.65146], [-5.16255, 0.46539, 2.26904], [-2.06623, 0.74091, 1.79827], [-2.73699, 1.47806, 3.38392], [-3.26794, -0.87100, 4.04085], [-1.59939, -0.99153, 3.28234], [-2.85745, -1.32050, 2.28769], [-2.18491, 1.97544, 0.22161], [-3.00703, 3.20981, 0.58135], [-3.14979, 2.55653, -0.91475], [2.63098, -4.37734, 0.63066], [1.85068, -4.43989, -0.79027], [2.67187, -4.60594, -0.27468], [3.41299, -2.08285, 0.06649], [3.63100, -1.40085, 1.46965], [2.92726, -1.58067, 0.87548], [3.79860, -1.01472, -2.29371], [3.69487, -2.55508, -2.38409], [3.86444, -1.76761, -2.89457], [-1.39115, -0.21754, -1.54316], [-1.15240, -0.62776, -0.21055], [-1.77387, -0.09448, -0.67518], [0.84119, -2.68657, -2.51159], [1.62035, -1.21263, -2.75201], [1.18153, -1.88275, -2.19718], [4.09169, 1.99013, -0.04843], [2.93494, 0.88843, 0.11565], [3.29601, 1.66042, -0.24160], [1.95825, -4.14028, -3.52259], [1.18765, -5.13789, -2.62504], [1.36696, -4.25006, -2.77698], [-1.17487, 4.03785, -2.48429], [-2.31367, 5.09627, -2.45822], [-2.09089, 4.21763, -2.25443], [1.43694, 2.63796, 0.71998], [0.56108, 3.60061, 1.13471], [0.46891, 2.87691, 0.74167], [-1.14007, -4.06026, -1.94348], [-0.81353, -4.57227, -0.74876], [-0.37900, -4.60317, -1.49473], [2.23394, 4.90422, 2.79655], [1.35911, 3.79357, 3.63295], [1.30750, 4.59075, 3.11467], [0.42635, 5.44483, -1.69813], [1.08220, 4.13100, -2.37499], [0.49273, 4.85702, -2.49403], [0.44958, -4.58424, 3.31619], [1.33768, -3.46237, 2.61372], [0.92890, -3.76020, 3.43315]]}

***

{"formula": "C4H3AlO5", "method": "ωB97M-V with the def2-TZVPD basis set", "relative_energy_kj_mol": 24.7, "total_charge": 2, "e_tot_ha": -771.999085, "orbital_gap_ev": 5.5, "e_homo_ev": -20.101, "symbols": ["O", "C", "C", "C", "O", "C", "O", "O", "O", "H", "H", "H", "Al"], "xyz": [[-0.83714, -2.41371, -2.47725], [-0.19619, -1.63450, -1.87120], [-0.51301, 0.41179, -0.41198], [-0.88180, 0.83106, 1.00333], [0.33818, 0.96123, 1.73169], [1.38215, 0.32254, 1.22372], [1.11527, -0.01690, -0.04957], [2.35029, 0.00538, 1.84842], [-1.14488, -0.65040, -0.89278], [-0.40338, 1.23348, -1.13683], [-1.50633, 0.06477, 1.47550], [-1.37400, 1.80987, 1.00724], [1.67085, -0.92462, -1.45030]]}

***

{"formula": "C4H3Br2O2", "method": "ωB97M-V with the def2-TZVPD basis set", "relative_energy_kj_mol": 101.2, "total_charge": -1, "e_tot_ha": -5452.716231, "orbital_gap_ev": 7.7, "e_homo_ev": -4.707, "symbols": ["C", "C", "C", "C", "O", "O", "Br", "Br", "H", "H", "H"], "xyz": [[0.75792, 0.44483, 0.67376], [0.40217, -0.42099, -0.24453], [1.12903, -1.39973, -1.34150], [-1.56771, -0.49855, -0.71666], [2.32419, -1.46397, -1.14989], [0.39955, -1.89200, -2.18303], [-2.65924, -1.54658, 0.41178], [-2.27028, 1.34663, -0.76208], [-0.01414, 1.12328, 1.14100], [1.72256, 0.39320, 0.98426], [-1.60002, -0.79192, -1.79633]]}